Record 1
{
  "formula": "C7H19N2Si",
  "method": "the ωB97M-V functional and the def2-TZVPD basis",
  "elements": ["C", "C", "Si", "C", "N", "C", "C", "N", "C", "C", "H", "H", "H", "H", "H", "H", "H", "H", "H", "H", "H", "H", "H", "H", "H", "H", "H", "H", "H"],
  "coordinates": [[3.9027, -0.7099, -0.2085], [2.7271, -1.1154, -0.8143], [1.2129, -1.3195, 0.3201], [-0.1460, 0.1123, -0.4929], [0.0173, 1.2957, 0.0889], [-0.3306, 2.4420, -0.6399], [0.3112, 1.6334, 1.4839], [-1.7656, -0.4487, -0.2934], [-2.0118, -0.7895, 1.0801], [-2.2248, -1.4052, -1.2579], [4.8920, -0.8427, -0.8066], [4.0679, -0.2677, 0.8438], [2.7032, -1.4848, -1.7629], [0.5737, -2.5408, -0.1397], [1.4762, -1.2675, 1.7728], [-0.1976, 0.1724, -1.5514], [-1.3860, 2.7824, -0.4940], [0.2506, 3.2804, -0.3287], [-0.3052, 2.2285, -1.7247], [1.0750, 2.4604, 1.3876], [-0.4648, 1.9860, 2.1373], [0.9935, 0.7823, 1.9983], [-2.3817, 0.3320, -0.5211], [-1.7971, -1.8626, 1.2952], [-1.3283, -0.1666, 1.7824], [-2.9306, -0.5151, 1.5852], [-3.2696, -1.7306, -1.1818], [-2.2263, -0.8962, -2.1493], [-1.4371, -2.1451, -1.4086]],
  "atomic_forces_ev_per_a": [[0.518, -0.529, -1.360], [1.403, 1.858, 5.654], [-0.433, 1.180, -2.600], [0.734, -2.977, 2.498], [-0.045, 0.959, 1.339], [-2.313, 1.106, -1.706], [4.471, -1.411, 0.196], [-1.358, 1.366, 0.578], [1.953, -0.074, 3.699], [0.554, -1.712, -0.273], [-1.785, 0.515, 1.105], [-0.737, -0.955, -1.754], [0.152, -0.961, -2.541], [-0.272, -0.561, 0.283], [-0.128, 0.113, -0.233], [0.544, -0.030, -0.994], [0.354, -0.257, 0.249], [0.709, 0.580, -0.255], [0.527, 0.387, 0.441], [-0.894, -0.570, 0.410], [-0.761, -0.177, 0.007], [-2.074, 1.804, -1.029], [0.536, 0.635, 0.410], [-0.163, 0.787, -0.384], [-0.538, -1.153, -1.437], [-0.896, -0.176, -1.018], [0.517, -0.389, 0.764], [0.045, 1.288, -2.455], [-0.621, -0.645, 0.407]],
  "lowdin_charge": [-0.06, -0.29, 0.79, -0.26, -0.30, -0.08, -0.08, -0.19, -0.07, -0.04, 0.09, 0.08, 0.01, -0.05, -0.02, 0.10, 0.11, 0.08, 0.11, 0.11, 0.08, 0.10, 0.16, 0.12, 0.10, 0.10, 0.13, 0.07, 0.10],
  "total_energy_ha": -676.7401,
  "relative_energy_kj_mol": 161.9,
  "smiles": "C=C[SiH2][C@H](N(C)C)[NH+](C)C",
  "homo_ev": -12.72,
  "homo_lumo_gap_ev": 10.12,
  "e_lumo_ev": -2.60,
  "total_charge": 1
}



Record 2
{
  "formula": "C7H19N4OS",
  "method": "the ωB97M-V functional and the def2-TZVPD basis",
  "elements": ["C", "C", "C", "C", "C", "C", "C", "N", "N", "N", "N", "O", "S", "H", "H", "H", "H", "H", "H", "H", "H", "H", "H", "H", "H", "H", "H", "H", "H", "H", "H", "H"],
  "coordinates": [[1.3172, -1.4362, -0.2116], [2.1233, -1.3369, -1.4840], [0.7106, 0.3839, -2.3441], [0.3616, 1.5148, -1.4436], [-2.6036, -1.3642, 2.0466], [1.2667, 3.3491, 0.0421], [-1.2731, -1.0884, 1.5457], [-0.0097, -1.2784, -0.4957], [-0.8513, 2.0953, -1.3407], [1.3143, 2.1548, -0.8552], [-0.9148, -1.9365, 0.3646], [2.0205, -0.0804, -2.1527], [0.7591, 1.0326, -4.0262], [1.7000, -2.4419, 0.2594], [1.5366, -0.6719, 0.6531], [3.1326, -1.5088, -1.2048], [1.7785, -2.2326, -1.9967], [0.1104, -0.4223, -2.1517], [-3.2331, -1.5681, 1.2201], [-2.7014, -2.2143, 2.6579], [-3.1338, -0.5062, 2.4690], [2.2732, 3.5333, 0.4498], [0.9037, 4.2923, -0.4690], [0.6969, 2.9838, 0.8609], [-0.5057, -1.0644, 2.3876], [-1.0270, -0.0375, 1.1074], [-0.6329, 3.0584, -1.2296], [-1.6803, 1.7887, -1.7902], [2.2969, 1.7632, -1.1836], [-0.6179, -2.9136, 0.6659], [-1.7710, -2.0165, -0.1205], [2.0064, 0.8404, -4.2470]],
  "atomic_forces_ev_per_a": [[1.982, -0.055, 3.740], [-0.582, -0.178, 1.468], [2.454, 0.910, -1.049], [-1.036, 0.910, 0.125], [-1.873, 1.080, -0.157], [0.600, -0.282, -1.162], [3.444, 2.945, 0.776], [-2.881, -0.963, -1.741], [1.589, -0.726, 0.251], [4.651, -0.551, -0.699], [2.057, -0.415, 1.884], [0.676, -0.131, 0.627], [-2.691, 0.805, -0.786], [-0.938, 1.070, -0.706], [0.997, -0.831, -1.278], [1.175, 0.308, -0.223], [-0.079, 0.427, -1.116], [-2.365, -1.681, -0.178], [-0.909, -0.376, -1.195], [0.139, -0.931, 1.129], [0.531, -0.079, 0.464], [-0.347, -0.114, -0.535], [0.187, -1.186, 0.629], [-0.978, 0.503, 0.823], [-0.609, -0.922, -1.215], [-1.288, -1.590, 0.584], [-1.360, 1.028, 0.168], [-0.406, -0.243, -0.469], [-2.495, 0.969, 1.163], [-0.276, 1.089, -0.401], [-1.099, -0.425, -0.964], [1.729, -0.361, 0.043]],
  "lowdin_charge": [-0.34, -0.17, -0.63, -0.38, -0.09, 0.00, -0.23, -0.17, 0.23, 0.05, -0.04, -0.18, 0.89, 0.15, 0.13, 0.12, 0.13, 0.05, 0.07, 0.08, 0.10, 0.10, 0.12, 0.08, 0.14, 0.14, 0.10, 0.13, 0.22, 0.20, 0.14, -0.14],
  "total_energy_ha": -970.1692,
  "relative_energy_kj_mol": 214.3,
  "homo_ev": -10.55,
  "homo_lumo_gap_ev": 8.03,
  "e_lumo_ev": -2.52,
  "total_charge": 1
}



Record 3
{
  "formula": "C7H19N5O2",
  "method": "the ωB97M-V functional and the def2-TZVPD basis",
  "elements": ["N", "C", "C", "C", "C", "N", "C", "C", "C", "N", "N", "O", "N", "O", "H", "H", "H", "H", "H", "H", "H", "H", "H", "H", "H", "H", "H", "H", "H", "H", "H", "H", "H"],
  "coordinates": [[-0.2771, 0.5091, -2.1473], [0.4359, 1.8124, -2.2654], [0.4369, 2.5054, -0.9546], [1.4074, 2.0016, 0.1882], [1.7657, 0.4973, 0.2725], [0.4999, -0.2174, 0.6072], [0.1261, -0.0003, 1.9947], [-1.2130, 0.7036, 2.1098], [-2.1735, -0.0011, 1.1437], [-2.5875, 0.6987, -0.0741], [0.3741, -1.5157, 0.2022], [-0.5852, -1.7775, -0.7152], [1.3780, -2.4319, 0.3274], [1.2229, -3.4991, -0.2230], [-1.1384, 0.8116, -1.6789], [-0.3799, 0.0032, -3.0644], [0.1564, 2.6863, -2.9637], [1.5048, 1.5713, -2.4611], [-0.6040, 2.7265, -0.4984], [0.7607, 3.5700, -1.2430], [2.3606, 2.5752, 0.1084], [0.9131, 2.2764, 1.2032], [2.5873, 0.2815, 1.0616], [1.9795, 0.1041, -0.7812], [-0.0321, -0.9726, 2.5166], [0.8321, 0.4527, 2.5742], [-1.7050, 0.7195, 3.0788], [-1.3010, 1.8504, 1.9482], [-3.1691, -0.1747, 1.5632], [-1.6439, -1.0294, 0.8890], [-2.9426, -0.0296, -0.7653], [-3.3159, 1.4581, 0.1695], [-0.3899, -1.0799, -1.4925]],
  "atomic_forces_ev_per_a": [[-0.055, 0.984, -1.750], [1.393, -0.224, -0.520], [-0.290, 2.529, 2.181], [-0.242, 0.591, 1.142], [-0.613, -0.600, -1.227], [1.486, 0.537, 0.888], [-2.758, -1.747, 0.298], [-1.842, 2.277, -0.878], [-0.482, -2.034, -0.031], [-0.430, 0.786, -1.495], [1.148, -1.459, -0.281], [-0.338, 1.083, -2.562], [-0.083, 0.441, 0.559], [-0.188, 1.004, 0.044], [-0.370, -0.940, -0.380], [-0.395, 1.233, 1.051], [-0.350, -2.119, 0.087], [-0.522, 0.274, -0.349], [1.393, -0.907, -0.953], [-0.133, -1.309, 0.780], [-0.606, -0.380, 0.169], [1.015, -0.212, -1.642], [-1.120, 0.339, -1.531], [0.447, 0.543, 1.588], [0.191, 0.353, -0.593], [2.406, 1.499, 1.139], [0.533, -0.807, 0.564], [0.943, -1.598, -0.437], [0.531, -0.711, 1.155], [-1.957, 2.261, 0.319], [0.094, 1.607, 1.367], [1.370, -2.035, -0.832], [-0.177, -1.260, 2.129]],
  "lowdin_charge": [-0.01, -0.30, -0.24, -0.18, -0.16, -0.14, -0.19, -0.18, -0.30, -0.05, -0.25, -0.05, -0.03, -0.03, 0.04, 0.12, 0.13, 0.11, 0.12, 0.12, 0.11, 0.11, 0.14, 0.13, 0.14, 0.08, 0.10, 0.13, 0.10, 0.13, 0.10, 0.11, 0.11],
  "total_energy_ha": -702.1198,
  "relative_energy_kj_mol": 213.3,
  "smiles": "NCCCCN(CCCN)N(O)N=O",
  "homo_ev": -8.73,
  "homo_lumo_gap_ev": 9.55,
  "e_lumo_ev": 0.82
}



Record 4
{
  "formula": "C7H19NO3",
  "method": "the ωB97M-V functional and the def2-TZVPD basis",
  "elements": ["C", "O", "C", "C", "N", "C", "C", "O", "C", "H", "H", "H", "H", "H", "H", "H", "H", "H", "H", "H", "H", "H", "H", "H", "C", "O", "H", "H", "H", "H"],
  "coordinates": [[-27.7457, 12.3611, -2.3327], [-27.8239, 13.6368, -1.7812], [-26.5537, 14.2423, -1.6366], [-26.7306, 15.6598, -1.1494], [-27.0558, 16.5744, -2.2272], [-26.9751, 17.9718, -1.7997], [-27.9971, 18.3000, -0.7135], [-27.3286, 18.6203, 0.4721], [-28.2209, 18.8039, 1.5434], [-27.2324, 11.6432, -1.6708], [-27.1915, 12.3477, -3.2813], [-28.7574, 11.9912, -2.4883], [-26.0358, 14.2189, -2.6082], [-25.9284, 13.6800, -0.9299], [-25.8447, 15.9799, -0.5739], [-27.5303, 15.6249, -0.4028], [-26.3594, 16.4137, -2.9470], [-27.1216, 18.6230, -2.6600], [-25.9810, 18.2084, -1.3884], [-28.7311, 17.4922, -0.5793], [-28.6004, 19.1679, -1.0448], [-28.9567, 17.9897, 1.4938], [-28.7992, 19.7382, 1.4373], [-27.6763, 18.8744, 2.4777], [-32.0789, 19.7300, 1.6691], [-31.9309, 18.4951, 0.9841], [-31.7163, 19.6663, 2.6982], [-31.4936, 20.5104, 1.1743], [-33.1240, 20.0327, 1.6749], [-31.2209, 18.5592, 0.3405]],
  "atomic_forces_ev_per_a": [[0.217, -0.743, -0.032], [0.126, 0.383, 0.152], [-0.039, -0.119, -0.145], [0.016, -0.156, 0.613], [0.082, 0.129, 0.022], [0.152, -0.263, 0.097], [-0.465, 0.698, -0.763], [0.398, -0.090, 0.450], [-0.704, 0.227, -0.613], [-0.037, 0.184, 0.056], [-0.157, 0.122, -0.057], [-0.008, 0.095, -0.086], [0.049, 0.065, 0.028], [-0.114, -0.065, 0.033], [0.127, -0.053, -0.232], [-0.097, 0.124, -0.140], [-0.146, 0.160, -0.168], [-0.076, -0.115, -0.101], [-0.086, 0.044, 0.078], [0.276, -0.181, 0.076], [0.121, -0.055, 0.136], [0.100, -0.034, 0.675], [0.142, -0.023, -0.103], [0.092, -0.334, 0.043], [0.494, 0.243, -0.234], [-0.136, -0.174, 0.070], [-0.072, -0.157, 0.014], [-0.146, 0.095, 0.047], [-0.063, -0.081, -0.012], [-0.046, 0.073, 0.097]],
  "lowdin_charge": [-0.14, -0.18, -0.23, -0.22, -0.06, -0.19, -0.25, -0.19, -0.11, 0.09, 0.09, 0.09, 0.12, 0.12, 0.12, 0.12, 0.11, 0.11, 0.12, 0.12, 0.12, 0.08, 0.08, 0.09, -0.17, -0.13, 0.07, 0.07, 0.07, 0.05],
  "total_energy_ha": -558.5005,
  "relative_energy_kj_mol": 112.3,
  "smiles": "COCCNCCOC.CO",
  "homo_ev": -8.97,
  "homo_lumo_gap_ev": 9.85,
  "e_lumo_ev": 0.88
}



Number 1 is which compound?
C7H19N2Si